A cluster of 3 separate species, C16H34FNO13P2 in total, computed with ωB97M-V/def2-TZVPD.

Results
- HOMO: -9.848 eV
- Gap between HOMO and LUMO: 10.524 eV
- LUMO: 0.676 eV
- SMILES: CC[C@H](F)OC(=O)N(CC)CC(=O)OC(C)=O.COP(=O)(OC)OC.COP(=O)(OC)OC

Geometry as XYZ:
```
67
Properties=species:S:1:pos:R:3:forces:R:3:mulliken_charge:R:1
O -6.270 1.429 4.669 -0.1 0.0 0.2 -0.74
H -0.029 -0.116 -4.281 -0.1 -0.3 0.1 0.54
H -4.170 2.769 3.951 0.0 -0.1 0.1 0.35
H 0.175 -0.887 -1.171 0.3 0.3 0.0 -0.46
H 2.327 -1.243 -5.788 -0.4 0.1 0.0 0.53
H 2.238 -2.823 -5.022 0.0 -0.2 0.3 0.34
H -7.960 -0.920 2.040 0.0 0.0 0.0 0.25
H 6.734 0.499 -2.487 -0.1 0.2 0.2 0.29
H -1.110 -0.269 0.470 0.0 0.1 0.3 0.20
H -8.517 0.676 1.500 0.1 0.0 0.0 0.27
H -2.587 -2.032 -1.368 0.0 -0.6 -0.2 0.30
H -2.806 -0.289 0.091 -0.3 0.0 0.2 0.33
C -7.953 0.147 2.263 -0.2 -0.2 0.0 -0.63
H 3.367 -1.260 1.125 0.0 0.0 0.0 0.40
C 1.026 0.068 -4.100 0.3 1.0 0.8 -0.95
P -5.779 0.578 3.586 0.1 -0.2 -0.3 0.95
O -6.612 0.633 2.240 0.2 0.1 -0.1 -0.33
H -7.108 -0.777 5.477 0.1 0.1 0.0 0.34
O 4.547 -2.515 -4.013 2.6 -3.0 2.1 -0.44
H -2.107 -1.444 1.290 -0.3 0.0 0.1 0.34
C 2.310 -1.147 0.881 0.1 -0.1 -0.2 -0.82
C 6.530 0.065 -3.454 0.2 -0.1 -0.5 -1.11
H 1.930 1.882 -3.339 -0.1 0.3 0.1 0.42
O 3.028 1.747 0.560 0.1 -0.1 0.2 -0.23
H -1.279 -2.844 -0.419 0.2 -0.2 -0.3 0.33
H -2.764 2.206 3.035 0.0 -0.1 -0.1 0.24
C -1.971 -0.927 0.348 0.7 -0.2 -0.5 -1.03
H 1.419 0.500 -5.010 0.3 -0.3 -0.3 0.52
C 4.398 1.719 0.133 0.2 0.0 -0.3 -0.32
C -6.359 -1.472 5.102 -0.1 -0.2 0.2 -0.68
H 1.791 -2.068 1.134 0.0 0.1 0.0 0.28
O 1.542 2.190 2.501 0.0 -0.2 0.0 -0.24
P 2.627 1.166 1.984 -0.2 0.1 -0.3 0.90
H 0.812 3.242 4.094 0.0 0.0 -0.2 0.21
H 2.162 2.168 4.495 0.1 0.0 -0.1 0.35
H 1.677 0.665 -2.133 0.1 0.0 0.2 -0.15
H 2.461 3.685 3.607 0.0 0.0 0.0 0.29
O 1.630 -2.981 -2.490 1.8 -3.2 1.5 -0.52
H 7.096 0.617 -4.203 0.0 -0.1 -0.2 0.32
C 1.768 2.856 3.748 0.0 0.1 0.2 -0.71
O 4.598 -0.475 -4.886 -0.3 0.0 -0.5 -0.40
C -1.660 -1.912 -0.813 -0.6 1.0 0.6 -0.33
H 6.854 -0.970 -3.444 0.0 -0.2 -0.2 0.32
O 1.716 -0.082 1.627 -0.2 0.1 0.2 -0.18
N 1.780 -1.155 -3.735 -2.2 0.5 -1.5 0.50
C 3.980 -1.671 -4.548 -2.7 1.4 -1.8 0.57
C 1.217 1.145 -2.990 0.0 -0.8 -0.4 -0.71
O -0.300 -2.012 -2.826 0.1 0.9 -0.2 -0.35
H -5.612 -1.651 5.874 0.0 0.0 0.0 0.26
H -8.422 0.324 3.233 0.0 0.0 0.0 0.32
C -3.558 1.902 3.712 0.2 0.2 0.1 -0.73
H 4.990 1.005 0.702 -0.1 0.1 0.2 0.38
O -5.712 -0.978 3.924 -0.2 0.2 0.1 -0.28
C 1.064 -2.098 -2.988 -0.5 1.6 -0.6 0.18
H 4.830 2.714 0.237 0.0 0.0 0.1 0.32
F -1.353 -0.135 -2.239 -0.1 0.7 -0.2 -0.35
O -4.330 0.892 3.051 -0.2 0.1 -0.1 -0.15
O 3.745 0.895 2.888 0.2 0.0 0.0 -0.73
O 4.330 0.660 -3.022 -3.4 2.2 2.7 -0.33
H 4.413 1.432 -0.915 -0.1 0.1 0.0 -0.15
H 2.200 -0.954 -0.187 0.1 0.0 0.0 0.26
C 5.061 0.141 -3.738 3.5 -1.4 -1.5 0.64
H -6.846 -2.413 4.852 0.1 0.0 -0.1 0.26
C -0.694 -1.218 -1.730 -0.3 -0.9 0.1 0.94
H -3.118 1.497 4.623 0.0 0.0 0.0 0.32
C 2.486 -1.784 -4.859 1.3 0.9 -0.4 -0.81
H 0.278 1.575 -2.666 -0.1 0.3 -0.1 0.28
```
Forces are in eV/Å.

***

A structure of composition C60H71BrFeN4O2S, computed with ωB97M-V/def2-TZVPD.

Results
- ΔE to the lowest compared entry with this formula, charge and spin: 0.0 kcal/mol
- Spin multiplicity: 2
- Net charge: -1
- HOMO (spin up / spin down): -3.968 / -3.961 eV
- Gap between HOMO and LUMO (spin up / spin down): 5.756 / 5.704 eV
- LUMO (spin up / spin down): 1.788 / 1.743 eV

Geometry as XYZ:
```
140
Properties=species:S:1:pos:R:3:forces:R:3:mulliken_charge:R:1
H 0.969 -5.576 -3.438 0.0 0.0 0.0 0.43
C 1.252 -4.728 -4.066 0.0 0.0 0.0 -1.27
H -6.515 3.667 -3.045 0.0 0.0 0.0 0.40
C 4.764 -1.268 0.726 0.0 0.0 0.0 -2.67
H 3.260 4.625 8.691 0.0 0.0 0.0 0.31
C 2.540 5.200 8.114 0.0 0.0 0.0 -1.10
H -4.540 2.139 -0.410 0.0 0.0 0.0 0.32
C 0.402 -3.841 -1.243 0.0 0.1 0.0 -0.67
H 1.344 -1.375 0.965 0.0 0.0 0.0 -0.58
H -1.657 1.956 -5.720 0.0 0.0 0.0 0.35
H -4.289 3.822 -1.955 0.0 0.0 0.0 0.38
H -4.104 3.949 -3.688 0.0 0.0 0.0 0.48
H -2.393 -0.145 4.835 0.0 0.0 0.0 0.21
H 3.016 -4.298 -2.869 0.0 0.0 0.0 0.01
C 3.350 -1.129 0.147 0.0 0.0 0.1 3.11
C -0.021 -2.548 -4.530 0.0 0.0 0.0 0.83
C 1.385 2.758 2.570 0.0 0.0 0.0 0.31
H 4.077 -1.914 -1.732 0.0 0.0 0.0 0.50
H 0.232 -5.098 3.803 0.0 0.0 0.0 0.43
H 1.223 -7.624 0.861 0.0 0.0 0.0 0.43
H -0.220 -6.947 1.633 0.0 0.0 0.0 0.33
C -0.362 1.373 1.543 -0.1 0.1 -0.1 1.03
C 0.084 -3.480 0.051 -0.1 0.0 -0.1 0.37
H 0.976 -3.046 -6.340 0.0 0.0 0.0 0.44
C 1.755 0.591 -0.934 0.0 -0.1 0.0 -0.46
H 5.536 -1.027 -0.008 0.0 0.0 0.0 0.49
H 3.370 -3.140 -0.666 0.0 0.0 0.0 0.40
C -2.677 2.035 -5.335 0.0 0.0 0.0 -1.26
H -2.158 -2.212 3.426 0.0 0.0 0.0 0.34
O 2.200 3.182 6.874 0.0 0.0 0.0 -0.53
C 3.264 -2.111 -1.027 0.0 0.0 0.0 -1.67
C -5.559 1.480 1.987 0.0 0.0 0.0 -1.36
C 0.055 2.316 2.530 0.1 0.0 0.0 -1.12
H -6.748 0.968 0.246 0.0 0.0 0.0 0.22
H 1.670 5.412 8.738 0.0 0.0 0.0 0.27
H -3.592 1.587 -7.262 0.0 0.0 0.0 0.41
C 1.314 -5.473 1.207 0.0 0.0 0.0 -1.56
H 6.156 4.408 1.227 0.0 0.0 0.0 0.51
H 0.618 -3.374 5.594 0.0 0.0 0.0 0.45
C -0.197 -4.098 3.703 0.0 0.0 0.0 -1.04
H 2.541 -0.809 2.124 0.0 0.0 0.0 0.41
C 3.987 1.275 -0.190 0.0 0.0 0.0 -0.76
C 0.124 -2.442 -6.015 0.0 0.0 0.0 -1.37
C 1.611 1.943 -1.304 0.0 0.1 0.0 0.39
H 4.907 -2.308 1.031 0.0 0.0 0.0 0.42
H -1.148 4.125 5.149 0.0 0.0 0.0 0.44
C -2.006 -1.966 2.383 0.0 0.0 0.0 -0.89
S 1.386 5.382 5.635 0.0 0.0 0.0 -0.30
C 0.001 -3.160 -2.375 0.0 -0.1 0.1 -0.26
H 2.545 -2.509 1.620 0.0 0.0 0.0 0.42
C -0.681 0.619 0.650 -0.1 -0.2 -0.1 0.32
H 0.058 -6.684 -0.084 0.0 0.0 0.0 0.26
C -0.848 2.820 3.471 0.0 0.0 0.0 -0.50
C -6.872 1.054 1.327 0.0 0.0 0.0 -1.25
C -1.270 -0.425 -4.149 0.0 0.0 0.0 -1.06
H 5.897 3.118 -2.277 0.0 0.0 0.0 0.35
C -1.993 0.454 -3.378 0.0 -0.1 0.0 -0.34
H 1.036 -5.030 -5.094 0.0 0.0 0.0 0.46
H 3.666 5.381 -0.282 0.0 0.0 0.0 0.39
C 1.789 3.676 3.522 0.0 0.0 0.0 -0.74
H 2.123 -5.333 0.486 0.0 0.0 0.0 0.27
C -4.380 3.258 -2.887 0.0 0.0 0.0 -1.22
H -3.736 -0.145 5.991 0.0 0.0 0.0 0.44
H 4.271 5.034 -1.908 0.0 0.0 0.0 0.40
C -1.136 -2.891 -6.760 0.0 0.0 0.0 -1.10
C -3.938 -0.430 2.542 0.0 0.0 0.0 1.05
H -5.281 2.477 1.634 0.0 0.0 0.0 0.43
H -5.360 -0.474 4.123 0.0 0.0 0.0 0.50
C 3.811 2.605 -0.573 0.0 0.0 0.0 -0.17
C 3.029 0.286 -0.338 0.0 0.0 0.0 -0.56
C 6.156 3.180 -1.218 0.0 0.0 0.0 -1.74
H 2.816 4.017 3.551 0.0 0.0 0.0 0.46
H -1.215 -4.165 4.099 0.0 0.0 0.0 0.43
H 3.349 -5.287 -4.301 0.0 0.0 0.0 0.46
H 2.357 3.918 -1.457 0.0 0.0 0.0 0.48
C 0.421 -3.535 -3.711 0.0 0.0 0.0 0.67
C -3.141 1.273 -1.731 0.0 0.0 0.0 0.36
N -2.226 0.316 -2.041 0.1 0.1 0.0 -0.02
H 5.667 2.725 1.464 0.0 0.0 0.0 0.29
C 0.553 -6.762 0.885 0.0 0.0 0.0 -1.48
C -3.419 2.112 -2.874 0.0 0.0 0.0 0.56
H -1.875 2.480 3.436 0.0 0.0 0.0 0.36
H -6.129 2.107 -2.305 0.0 0.0 0.0 0.11
C -4.445 0.518 1.718 0.0 0.0 0.0 0.96
C 2.096 4.377 6.926 0.0 0.0 0.0 0.80
C 5.339 3.695 1.087 0.0 0.0 0.0 -1.50
N -2.820 -0.621 0.515 0.0 0.1 0.0 -0.33
H -1.161 -0.199 -5.201 0.0 0.0 0.0 0.46
C -0.721 -1.607 -3.681 0.0 0.0 0.0 -0.02
H -2.938 3.095 -5.388 0.0 0.0 0.0 0.46
C -5.833 2.815 -3.080 0.0 0.0 0.0 -0.92
C 0.615 -3.102 4.537 0.0 0.0 0.0 -1.09
H -1.389 -3.919 -6.497 0.0 0.0 0.0 0.32
H 5.354 5.713 -0.688 0.0 0.0 0.0 0.45
H 2.084 2.371 1.838 0.0 0.0 0.0 0.59
C -3.708 0.410 0.476 0.0 -0.1 0.0 0.28
N -0.712 -2.429 0.394 0.1 0.0 0.0 -0.09
O 0.864 -0.351 -1.167 0.1 0.2 -0.1 0.13
C -3.453 0.079 4.960 0.0 0.0 0.0 -1.03
H 6.515 2.199 -0.903 0.0 0.0 0.0 0.29
H -5.703 1.572 3.066 0.0 0.0 0.0 0.44
H -1.987 -2.265 -6.486 0.0 0.0 0.0 0.18
H 2.317 -2.017 -1.550 0.0 0.0 0.0 -0.07
H -5.959 2.317 -4.043 0.0 0.0 0.0 0.21
C -2.888 -1.089 1.797 0.0 0.0 0.0 -0.47
C 2.589 2.915 -1.130 -0.1 0.0 0.0 -0.33
H -3.365 0.174 -6.221 0.0 0.0 0.0 0.07
C 4.526 5.017 -0.846 0.0 0.0 0.0 -2.25
H -7.188 0.077 1.698 0.0 0.0 0.0 0.32
C -0.231 -3.711 2.259 0.0 0.1 0.0 0.76
C 4.938 3.617 -0.392 0.0 0.0 0.0 2.12
C -0.980 -2.602 1.715 0.1 -0.1 -0.1 0.40
H 4.912 -0.645 1.611 0.0 0.0 0.0 0.48
H 6.976 3.895 -1.103 0.0 0.0 0.0 0.48
C -0.442 3.738 4.424 0.0 0.0 0.0 -0.42
H 4.490 4.020 1.692 0.0 0.0 0.0 0.13
H -7.670 1.772 1.526 0.0 0.0 0.0 0.41
C 2.753 -4.457 -3.916 0.0 0.0 0.0 -0.85
H 2.972 6.150 7.801 0.0 0.0 0.0 0.33
C -3.829 1.334 -0.541 0.0 0.1 0.0 -1.13
H 4.938 1.001 0.245 0.0 0.0 0.0 0.40
H 0.363 -1.412 -6.292 0.0 0.0 0.0 0.42
C -3.627 1.233 -6.229 0.0 0.0 0.0 -0.89
H 1.016 -4.722 -1.379 0.0 0.0 0.0 0.54
H 3.032 -3.551 -4.456 0.0 0.0 0.0 0.26
C 0.879 4.168 4.452 0.0 0.0 0.0 -0.06
C -2.706 1.592 -3.907 0.0 0.0 0.0 1.02
H -3.579 1.151 4.798 0.0 0.0 0.0 0.23
C -4.305 -0.714 3.965 0.0 0.0 0.0 -1.21
Fe -1.061 -0.693 -0.703 -0.2 -0.1 0.3 0.79
H 0.208 -2.094 4.440 0.0 0.0 0.0 0.17
C 2.377 -1.483 1.278 0.0 0.0 0.0 -1.27
C 0.429 -4.266 1.211 0.0 0.0 0.0 0.89
H 1.648 -3.064 4.186 0.0 0.0 0.0 0.24
H 1.795 -5.568 2.184 0.0 0.0 0.0 0.67
H -4.206 -1.784 4.165 0.0 0.0 0.0 0.47
Br 0.032 2.583 -2.135 0.0 0.0 0.0 -0.18
H -4.654 1.318 -5.873 0.0 0.0 0.0 0.21
N -0.722 -2.010 -2.388 0.0 0.0 -0.1 -0.51
H -1.002 -2.835 -7.842 0.0 0.0 0.0 0.40
```
Forces are in eV/Å.

***

The molecule C7H17NO2, computed with ωB97M-V/def2-TZVPD.

Results
- ΔE to the lowest compared entry with this formula, charge and spin: 70.0 kcal/mol
- HOMO: -8.463 eV
- Gap between HOMO and LUMO: 9.249 eV
- LUMO: 0.786 eV
- SMILES: CC[C@@](C)(O)C(C)(C)ON

Geometry as XYZ:
```
27
Properties=species:S:1:pos:R:3:forces:R:3:mulliken_charge:R:1
H 0.167 -0.686 -2.673 0.0 0.0 0.2 0.36
H -1.678 0.653 3.079 0.1 -0.1 -0.1 0.40
H 1.929 -1.800 0.284 0.0 0.1 0.0 0.47
H 1.643 2.153 -0.851 -0.1 -0.3 0.0 0.43
H 1.840 -0.584 -2.124 -0.1 0.1 0.2 0.40
C 1.492 1.304 -0.173 -0.3 0.2 0.2 -1.73
N -1.808 0.967 -1.828 0.6 -0.8 -0.1 -0.62
H -2.613 1.501 -1.496 0.2 -0.2 0.0 0.29
H 1.576 -0.765 1.672 -0.1 0.0 -0.1 0.38
H 0.766 -2.328 1.496 -0.1 0.2 -0.1 0.45
H 2.454 0.800 -0.040 -0.2 -0.1 -0.1 0.34
H -2.189 -0.225 0.740 0.4 0.1 -0.4 0.26
C 1.131 -1.451 0.948 0.0 0.0 -0.1 -1.76
H 1.194 1.737 0.783 -0.1 -0.2 0.1 0.34
C 0.423 0.369 -0.753 -1.3 1.3 -0.7 1.44
O -0.665 -1.808 -0.637 0.2 -0.2 0.0 -0.58
H 1.006 0.837 -2.795 0.1 -0.1 0.3 0.42
H -2.014 -0.027 -1.672 -0.3 0.3 0.0 0.24
H -1.141 1.717 1.791 0.2 -0.1 0.0 0.27
O -0.816 1.281 -0.834 1.7 -0.2 0.3 -0.24
C -0.975 0.735 2.241 0.0 0.3 0.0 -1.16
C 0.887 -0.046 -2.157 -0.5 -0.1 -0.2 -1.64
C -1.230 -0.373 1.245 1.5 -1.4 -1.1 -0.63
C -0.005 -0.804 0.156 -1.9 0.2 1.6 0.81
H -0.048 -2.530 -0.843 -0.2 0.5 0.1 0.38
H -1.364 -1.318 1.784 0.1 0.0 0.0 0.46
H 0.035 0.690 2.656 0.0 0.1 0.0 0.23
```
Forces are in eV/Å.

***

Number 1: maximum force 4.9 eV/A, E_tot -2445.673279 a.u.. Number 2: maximum force 0.4 eV/A, E_tot -6934.458724 a.u.. Number 3: maximum force 2.5 eV/A, E_tot -482.066790 a.u..